[1]
A molecular structure, C63H46KN5O4. Source: the OMol25 dataset; level of theory: wB97M-V/def2-TZVPD.

```
119
Properties=species:S:1:pos:R:3:forces:R:3:lowdin_charge:R:1
K -1.01646 -1.76813 0.52428 -0.24 -0.30 -0.29 0.761
C 5.08511 1.68632 -8.84523 -0.04 -0.06 -0.04 -0.130
O 5.26077 0.97425 -7.64899 0.08 0.08 0.03 -0.114
C 4.22824 1.05548 -6.72857 -0.03 -0.06 0.02 -0.305
C 2.94498 1.47494 -7.03495 -0.03 0.03 0.03 -0.048
C 1.96731 1.50208 -6.04197 0.01 0.01 -0.04 -0.029
C 2.23234 1.10843 -4.72661 0.00 -0.01 0.02 -0.170
C 3.54908 0.68297 -4.44831 -0.01 0.00 0.02 -0.015
C 4.52223 0.66135 -5.42633 -0.01 -0.01 -0.04 -0.022
C 1.24314 1.14336 -3.67378 0.06 -0.03 0.00 -0.070
C -0.14600 1.54466 -3.78544 -0.03 0.03 0.00 -0.155
C -1.14970 1.81351 -4.72244 -0.03 -0.02 0.01 -0.040
C -2.34574 1.97514 -4.00147 0.02 0.02 -0.02 -0.040
C -2.10294 1.80625 -2.63152 0.06 -0.03 -0.03 -0.152
N -0.73106 1.61861 -2.54428 -0.04 0.00 0.03 0.062
C -3.12455 1.72506 -1.61390 0.03 -0.02 -0.03 -0.058
C -3.12255 1.28417 -0.30625 -0.11 0.03 0.00 -0.235
C -4.32347 1.28771 0.53458 0.07 0.00 -0.01 -0.020
C -3.96025 0.80542 1.73814 -0.04 0.02 0.03 -0.018
C -2.51843 0.53215 1.67421 0.06 -0.03 -0.08 -0.287
C -1.75305 0.09355 2.80237 0.05 -0.01 0.08 -0.140
C -2.44878 -0.24909 4.07452 0.03 0.06 -0.03 -0.209
C -2.41629 -1.56063 4.56395 -0.02 -0.04 0.05 0.003
C -3.03180 -1.90727 5.75380 0.03 -0.01 -0.04 0.000
C -3.70890 -0.94466 6.49238 -0.02 0.04 0.01 -0.287
O -4.29831 -1.37703 7.66091 0.00 0.00 0.01 -0.101
C -5.00190 -0.41797 8.40868 0.00 0.00 -0.01 -0.121
C -3.76246 0.36474 6.03364 0.01 -0.01 -0.01 -0.034
C -3.12897 0.69414 4.83685 0.00 0.00 0.01 -0.040
C -0.33205 0.08455 2.81861 -0.03 -0.05 -0.06 -0.287
N 0.40031 0.05946 1.72196 0.12 0.25 -0.05 0.012
C 1.69108 0.43512 2.03949 -0.02 -0.06 0.08 -0.231
C 2.55975 0.89242 1.07997 0.03 0.01 -0.04 -0.071
C 4.00173 1.05162 1.28893 0.00 0.02 -0.01 -0.175
C 4.72399 0.25102 2.18282 0.00 -0.03 0.02 -0.030
C 6.08621 0.40961 2.35493 0.00 -0.01 0.00 -0.014
C 6.77595 1.36100 1.61196 -0.02 0.02 -0.03 -0.290
O 8.13149 1.44059 1.83770 0.02 0.00 0.01 -0.103
C 8.85151 2.36123 1.05449 -0.01 0.00 0.00 -0.116
C 6.09118 2.14285 0.69006 0.00 -0.02 0.01 -0.025
C 4.72018 1.97904 0.53599 -0.01 0.01 0.00 -0.011
C 1.95209 1.22029 -0.22635 0.10 -0.01 -0.03 -0.267
C 0.69723 1.72963 -0.30160 -0.06 0.00 -0.05 0.018
C 0.18329 1.12463 -1.56015 0.10 0.00 0.11 -0.197
C 1.47549 0.93054 -2.30556 -0.03 0.04 -0.08 -0.208
N 2.50858 0.81024 -1.47476 -0.03 0.00 0.10 0.127
C 1.79706 0.48658 3.51127 -0.02 0.00 -0.03 -0.014
C 0.55281 0.29375 3.99021 -0.02 -0.04 0.07 0.005
N -2.06483 0.78272 0.43607 -0.04 0.06 0.09 0.058
C -4.45758 2.16651 -2.14047 0.01 0.09 0.02 -0.243
C -4.75573 3.51531 -2.26265 0.01 -0.01 -0.01 -0.018
C -5.98711 3.95265 -2.74295 -0.04 -0.02 -0.02 -0.026
C -6.94111 3.01617 -3.12081 0.02 0.04 0.01 -0.289
O -8.18641 3.33734 -3.60954 -0.01 0.00 0.00 -0.101
C -8.49310 4.70598 -3.71848 0.01 0.00 0.00 -0.115
C -6.65835 1.65985 -3.01490 0.02 -0.01 0.00 -0.008
C -5.42804 1.24737 -2.53173 -0.04 -0.05 0.01 -0.023
H 6.04969 1.69418 -9.35159 0.00 0.00 0.00 0.080
H 4.76388 2.71602 -8.65600 0.02 0.01 0.00 0.090
H 4.34865 1.20894 -9.50268 -0.01 0.01 0.01 0.084
H 2.68164 1.78790 -8.03722 0.00 -0.01 0.00 0.092
H 0.97842 1.85105 -6.30408 0.01 0.00 0.00 0.081
H 3.78900 0.38866 -3.43408 0.00 0.00 0.00 0.090
H 5.53078 0.33759 -5.19725 0.00 0.00 0.00 0.108
H -1.05362 1.83808 -5.79448 0.01 -0.01 0.00 0.070
H -3.31601 2.16948 -4.43009 0.00 0.00 0.00 0.097
H -5.30543 1.62068 0.23618 -0.01 0.00 0.01 0.099
H -4.59196 0.65781 2.60023 -0.01 0.00 -0.01 0.093
H -1.91775 -2.33358 3.98774 0.00 0.02 -0.01 0.116
H -3.01032 -2.93000 6.10888 0.00 0.00 0.00 0.112
H -5.40157 -0.93649 9.27817 0.00 0.00 0.00 0.083
H -5.82981 0.01333 7.83618 0.00 0.00 0.00 0.089
H -4.34779 0.39372 8.74443 0.00 0.00 0.00 0.088
H -4.27701 1.13733 6.58824 0.00 0.00 0.01 0.091
H -3.16086 1.71943 4.48658 0.00 0.00 0.00 0.118
H 4.20671 -0.53533 2.71825 0.00 0.00 0.00 0.113
H 6.64091 -0.22038 3.03924 0.00 0.00 0.00 0.111
H 9.89217 2.27930 1.36203 0.00 -0.01 0.00 0.083
H 8.50846 3.38755 1.22017 0.00 0.00 0.00 0.089
H 8.77149 2.13199 -0.01260 0.00 0.00 0.00 0.092
H 6.60431 2.87137 0.07818 0.00 0.00 0.00 0.095
H 4.18962 2.56884 -0.20080 0.01 0.00 0.00 0.114
H 0.07907 1.98074 0.53549 -0.01 -0.01 0.00 0.090
H -0.17033 0.12532 -1.26243 -0.03 0.08 0.03 0.140
H 2.67853 0.75966 4.07172 0.00 0.00 0.01 0.093
H 0.22873 0.34801 5.02014 0.01 0.00 0.00 0.098
H -4.00704 4.24254 -1.97284 0.00 0.00 0.00 0.125
H -6.18139 5.01348 -2.81428 0.00 0.00 0.00 0.093
H -9.50537 4.76438 -4.11310 0.00 -0.01 0.00 0.084
H -7.81042 5.21918 -4.40313 0.00 0.00 0.00 0.090
H -8.45759 5.20606 -2.74541 0.00 0.00 0.00 0.090
H -7.41311 0.94439 -3.31589 0.00 0.00 0.00 0.112
H -5.20743 0.19020 -2.44676 0.00 0.00 0.00 0.128
C -3.41124 -5.03803 3.13382 0.02 -0.01 0.00 -0.149
C -2.31869 -5.50454 3.85721 -0.02 0.01 0.00 -0.148
C -1.06360 -5.43584 3.27361 0.01 -0.03 -0.01 -0.094
C -0.90741 -4.89319 1.98944 0.12 -0.01 0.03 -0.271
C -1.97570 -4.39451 1.20937 0.01 0.05 0.06 -0.141
C -3.22286 -4.50895 1.86015 0.00 -0.02 -0.03 -0.193
C 0.49918 -4.81601 1.48154 -0.04 0.04 0.03 -0.239
C 1.40474 -5.90150 1.69446 -0.03 -0.01 0.01 -0.021
C 2.70123 -5.79428 1.30239 0.04 0.03 -0.02 -0.029
C 3.15377 -4.60114 0.68718 0.01 -0.03 0.01 -0.172
C 4.49121 -4.38136 0.28025 -0.02 -0.02 0.01 -0.060
C 4.85287 -3.19780 -0.30091 -0.03 0.03 -0.01 -0.090
C 3.89078 -2.18230 -0.50970 0.06 -0.02 0.00 -0.066
C 2.59473 -2.37587 -0.12759 -0.02 -0.03 0.01 0.001
C 2.19339 -3.58857 0.48514 -0.04 0.02 -0.01 -0.201
N 0.89470 -3.72073 0.87634 0.04 0.01 0.05 0.112
H -4.40442 -5.07207 3.57466 0.00 0.00 0.00 0.081
H -2.43912 -5.89926 4.86050 0.00 0.00 0.00 0.080
H -0.19722 -5.77240 3.83858 -0.01 0.00 0.00 0.092
H -4.11445 -4.14862 1.34581 -0.01 0.00 0.01 0.061
H 1.03452 -6.80685 2.15699 0.00 0.00 0.00 0.102
H 3.40012 -6.61175 1.45120 0.00 0.00 0.00 0.105
H 5.22258 -5.16660 0.44331 0.00 0.00 0.00 0.099
H 5.88016 -3.03168 -0.60202 0.00 0.01 0.00 0.093
H 4.15962 -1.23719 -0.96691 0.00 0.00 0.00 0.092
H 1.86669 -1.58798 -0.27473 0.00 0.00 0.01 0.090
```
Forces are in eV/Å.

Properties
E_HOMO (spin up / spin down): -0.60 / -0.63 eV
Net charge: -2
Kohn-Sham gap (spin up / spin down): 4.178 / 4.208 eV

[2]
A molecular structure, C63H46NNiP3Si. Source: the OMol25 dataset; level of theory: wB97M-V/def2-TZVPD.

```
115
Properties=species:S:1:pos:R:3:forces:R:3:lowdin_charge:R:1
Ni 0.11657 -0.40691 0.32910 0.38 -0.38 0.26 -0.197
C -6.10867 -0.63315 1.65709 -0.03 0.04 0.01 -0.082
C -5.70017 0.64232 1.29771 -0.04 0.03 0.04 -0.075
C -4.45383 0.84733 0.72783 0.09 -0.01 -0.03 -0.067
C -3.59020 -0.22554 0.50927 0.07 -0.18 0.11 -0.298
C -4.00640 -1.50090 0.88789 0.05 0.02 0.05 -0.107
C -5.25819 -1.70581 1.44566 0.02 -0.08 0.09 -0.071
P -1.97368 -0.02209 -0.34408 -0.08 0.70 -0.01 1.100
C -2.42177 -0.57764 -2.03102 0.23 -0.16 -0.06 -0.310
C -1.81748 0.02848 -3.13378 -0.07 0.00 0.06 -0.113
C -2.05805 -0.43858 -4.41613 0.03 0.01 0.02 -0.076
C -2.89363 -1.52807 -4.61502 -0.03 -0.01 -0.04 -0.084
C -3.48780 -2.14439 -3.52458 0.00 -0.04 -0.04 -0.077
C -3.25183 -1.67656 -2.24057 -0.01 0.07 -0.02 -0.081
C -1.88675 1.79568 -0.45255 -0.06 0.12 -0.13 -0.377
C -2.57398 2.58021 -1.37376 0.00 -0.02 0.00 -0.099
C -2.42771 3.96049 -1.35766 -0.02 -0.04 -0.05 -0.075
C -1.60733 4.55536 -0.41156 0.03 0.10 0.05 -0.075
C -0.93658 3.77206 0.51797 -0.05 -0.03 0.03 -0.080
C -1.06643 2.38397 0.51422 0.11 -0.07 0.26 -0.242
Si -0.05524 1.30793 1.76402 -0.12 0.16 -0.28 0.561
C 1.53386 2.34936 1.93498 -0.37 0.09 0.17 -0.246
C 1.84254 3.34675 2.85282 0.03 0.02 -0.07 -0.095
C 3.14862 3.80280 2.98786 0.02 0.02 0.04 -0.080
C 4.15869 3.27086 2.20088 0.04 0.03 0.00 -0.080
C 3.86330 2.28781 1.26390 -0.02 -0.02 -0.05 -0.087
C 2.55853 1.83362 1.12527 -0.04 0.06 0.05 -0.356
P 2.05409 0.57359 -0.10413 0.15 0.40 -0.34 1.066
C 3.57728 -0.40276 -0.33846 -0.11 -0.17 0.11 -0.332
C 4.00992 -1.13311 0.76897 0.00 0.01 -0.03 -0.085
C 5.14417 -1.92110 0.68858 0.00 -0.03 0.03 -0.070
C 5.85121 -1.99536 -0.50511 0.02 0.02 -0.04 -0.086
C 5.41144 -1.29013 -1.61483 0.04 -0.03 -0.04 -0.082
C 4.27419 -0.49631 -1.53779 -0.03 0.06 0.07 -0.075
C 1.96894 1.53748 -1.65599 -0.03 -0.09 -0.01 -0.337
C 1.30221 0.93768 -2.72295 0.18 0.02 0.04 -0.129
C 1.21122 1.57566 -3.94965 0.03 0.01 -0.04 -0.083
C 1.78507 2.82813 -4.11794 0.00 -0.01 -0.04 -0.079
C 2.44355 3.43479 -3.05902 0.02 0.06 -0.02 -0.074
C 2.53726 2.79522 -1.83070 -0.04 -0.02 -0.03 -0.062
C -1.22616 0.56143 3.11716 0.18 0.93 -0.18 -0.246
C -2.36574 1.21769 3.74159 -0.19 -0.25 0.23 -0.060
C -3.21451 0.56481 4.55655 0.03 0.27 -0.06 -0.078
C -3.13790 -0.86268 4.72460 -0.07 -0.19 -0.02 -0.073
C -2.26117 -1.61950 4.03881 -0.13 -0.05 0.01 -0.059
C -1.18246 -1.05458 3.24430 0.46 -0.20 0.14 -0.295
P 0.00882 -1.84637 2.02528 -0.93 -1.19 0.07 1.007
C 1.21044 -2.95530 2.89171 0.26 -0.07 0.10 -0.259
C 2.27744 -2.40242 3.61712 -0.19 0.00 0.00 -0.121
C 3.31548 -3.17994 4.10410 -0.01 0.02 0.02 -0.081
C 3.32309 -4.54781 3.87987 0.00 -0.05 0.01 -0.089
C 2.27044 -5.12131 3.18694 0.02 -0.08 0.00 -0.079
C 1.23182 -4.34179 2.69894 0.01 0.11 0.04 -0.072
C -0.99497 -3.25539 1.19508 0.24 0.20 -0.04 -0.342
C -0.77252 -3.39536 -0.17373 0.03 0.03 0.08 -0.130
C -1.37057 -4.40665 -0.91240 -0.06 0.01 -0.02 -0.083
C -2.22772 -5.29615 -0.28384 -0.02 -0.04 -0.06 -0.088
C -2.45522 -5.18177 1.08064 -0.07 -0.04 0.13 -0.084
C -1.83062 -4.18478 1.81670 -0.06 0.19 0.01 -0.126
H -7.08229 -0.78657 2.10537 0.00 -0.01 -0.02 0.103
H -6.35407 1.48982 1.46200 0.00 -0.01 0.00 0.104
H -4.15965 1.84949 0.44980 -0.01 0.00 0.05 0.097
H -3.34675 -2.34307 0.74056 0.06 -0.10 0.04 0.078
H -5.55992 -2.70716 1.72817 0.01 0.01 0.00 0.107
H -1.16257 0.87584 -2.98370 -0.10 0.00 -0.04 0.075
H -1.59129 0.05025 -5.26260 -0.02 0.01 0.00 0.100
H -3.08577 -1.88984 -5.61708 0.01 -0.01 0.01 0.103
H -4.13688 -2.99850 -3.67230 -0.01 0.01 0.01 0.105
H -3.72652 -2.16720 -1.40296 0.00 -0.02 -0.06 0.088
H -3.22172 2.11619 -2.10796 0.00 0.00 -0.02 0.112
H -2.94664 4.56726 -2.08901 -0.01 0.00 0.01 0.103
H -1.48432 5.63182 -0.40232 0.00 -0.01 -0.01 0.103
H -0.28125 4.23842 1.24588 -0.02 0.06 -0.06 0.092
H 1.06353 3.75997 3.48544 0.03 0.03 0.02 0.100
H 3.38260 4.56619 3.72019 0.00 0.00 -0.01 0.102
H 5.17698 3.62038 2.31480 0.00 -0.01 0.00 0.102
H 4.65331 1.87287 0.64778 0.00 0.00 0.00 0.112
H 3.44254 -1.07903 1.69086 0.02 -0.01 0.03 0.085
H 5.47198 -2.48498 1.55320 -0.01 0.01 0.00 0.102
H 6.74448 -2.60333 -0.57088 -0.02 -0.02 0.00 0.102
H 5.95431 -1.35782 -2.54925 0.00 0.01 0.01 0.103
H 3.93642 0.05046 -2.40888 0.02 0.01 0.00 0.100
H 0.85937 -0.04238 -2.57796 -0.01 0.01 -0.04 0.094
H 0.68958 1.10244 -4.77304 0.02 -0.02 0.02 0.099
H 1.72012 3.32941 -5.07534 -0.01 0.01 0.01 0.103
H 2.89054 4.41211 -3.19171 -0.02 0.00 0.02 0.104
H 3.04717 3.27951 -1.00901 0.00 0.01 0.01 0.099
H -2.53677 2.25745 3.48350 -0.05 -0.01 0.01 0.109
H -4.04519 1.09225 5.01024 0.01 0.01 -0.01 0.102
H -3.89489 -1.34265 5.33335 0.04 -0.04 0.00 0.103
H -2.34063 -2.69803 4.08081 -0.05 0.09 0.05 0.090
H 2.29590 -1.33350 3.79150 0.10 -0.01 0.00 0.085
H 4.12364 -2.70786 4.64933 -0.01 0.00 0.01 0.108
H 4.13880 -5.16468 4.23545 0.00 0.03 0.04 0.102
H 2.25634 -6.19010 3.01179 0.00 0.01 -0.01 0.103
H 0.44550 -4.83116 2.14848 0.03 -0.03 -0.03 0.086
H -0.08653 -2.70360 -0.66350 -0.06 -0.02 -0.02 0.082
H -1.17258 -4.49600 -1.97337 0.00 0.02 0.00 0.106
H -2.70428 -6.08746 -0.84887 -0.01 0.01 0.00 0.101
H -3.11144 -5.88506 1.57979 0.01 0.00 -0.01 0.104
H -1.98802 -4.14121 2.88720 0.00 -0.09 -0.08 0.091
N 1.22625 0.09733 10.56822 -0.02 0.01 -0.07 0.151
C 0.99516 0.06679 9.44203 0.09 0.01 0.32 -0.190
C 0.71140 0.01737 8.04083 -0.07 -0.05 -0.36 -0.235
C 0.57997 1.19757 7.31050 0.02 0.00 0.13 -0.016
C 0.29621 1.14169 5.95810 -0.02 -0.04 -0.04 0.009
C 0.14338 -0.08510 5.31989 0.10 -0.03 0.08 -0.134
C 0.28435 -1.26132 6.05612 -0.04 0.06 -0.05 -0.003
C 0.56779 -1.21812 7.40674 0.02 0.10 0.10 -0.010
C -0.13806 -0.15622 3.87176 -0.33 -0.36 -0.19 -0.423
C 0.86964 -0.13505 2.74344 0.40 0.15 -0.42 -0.117
H 0.69878 2.14643 7.81644 -0.01 0.02 -0.03 0.119
H 0.18635 2.05522 5.38682 0.00 0.00 0.00 0.116
H 0.17370 -2.21234 5.55099 -0.02 -0.01 0.04 0.119
H 0.67812 -2.12728 7.98241 0.00 -0.01 -0.02 0.120
```
Forces are in eV/Å.

Properties
E_HOMO (spin up / spin down): -6.12 / -7.06 eV
2S+1: 3
Kohn-Sham gap (spin up / spin down): 6.285 / 6.628 eV
Expectation value of S²: 2.050

The records above give, respectively, F_max values of 0.48; 1.51 eV/A.
The records above give, respectively, energy above the lowest of the compared OMol25 structures with the same formula, charge and spin values of 0.0000; 3.2056 eV.